Molecular formula: C35H70O20
Method: DFT, ωB97M-V with the def2-TZVPD basis set

Each line ends with the Löwdin charge.
Cartesian coordinates (Å):
C 7.57392 -0.19864 -4.38136  -0.051
O 7.30879 -1.45207 -3.78068  0.025
C 6.88232 -1.39120 -2.53320  -0.655
O 6.75247 -0.40223 -1.89598  0.146
O 6.61559 -2.62064 -2.15814  0.028
C 6.21618 -2.78022 -0.78564  -0.011
H 6.81701 0.54858 -4.13003  0.087
H 7.60902 -0.34086 -5.45654  0.095
H 8.52137 0.25256 -4.06929  0.099
H 6.97314 -2.49692 -0.05704  0.102
H 5.96719 -3.83071 -0.67389  0.098
H 5.30827 -2.18869 -0.63887  0.088
C 2.37686 -0.00273 -0.71037  -0.022
O 1.39402 -0.27841 0.25713  0.016
C 0.13922 -0.16705 -0.09965  -0.627
O -0.28270 0.18823 -1.17196  0.125
O -0.54977 -0.52197 0.97126  -0.012
C -1.97384 -0.47833 0.98806  -0.021
H 2.05666 -0.35368 -1.69289  0.096
H 3.26495 -0.54530 -0.42564  0.074
H 2.61973 1.05747 -0.77685  0.089
H -2.29327 0.56440 0.90326  0.101
H -2.27017 -0.93492 1.91854  0.081
H -2.41849 -0.94501 0.10474  0.089
C 4.11027 -2.17302 2.46955  -0.071
O 4.24034 -1.03041 1.69383  -0.024
C 5.43212 -0.44752 1.56787  -0.649
O 6.43088 -0.77957 2.12243  0.153
O 5.25582 0.63129 0.82791  -0.024
C 6.38238 1.49432 0.70577  -0.023
H 4.17671 -1.99515 3.53829  0.098
H 4.79910 -2.96852 2.16239  0.098
H 3.16164 -2.68370 2.29137  0.101
H 6.08442 2.37979 0.15225  0.085
H 7.15963 0.96378 0.16871  0.085
H 6.68070 1.83838 1.69416  0.105
C -1.98214 6.61751 1.13629  -0.046
O -2.79014 5.95003 2.08293  0.005
C -3.24485 4.72791 1.79137  -0.607
O -3.29348 4.22482 0.70027  0.124
O -3.68232 4.17711 2.92064  0.011
C -3.95355 2.78275 2.87723  -0.048
H -1.80983 5.99537 0.25632  0.085
H -1.02518 6.84823 1.59459  0.094
H -2.49873 7.51791 0.81265  0.094
H -4.85637 2.56496 2.30600  0.096
H -4.11188 2.44058 3.89387  0.092
H -3.12293 2.23837 2.43119  0.075
C -2.79527 -0.52604 -3.28573  -0.026
O -3.51277 -1.73499 -2.99803  0.001
C -4.83403 -1.70375 -3.02844  -0.648
O -5.52580 -0.74309 -3.16801  0.135
O -5.25409 -2.94974 -2.88441  -0.004
C -6.66520 -3.11610 -2.87104  -0.035
H -1.78709 -0.76970 -3.61231  0.088
H -2.67372 0.08921 -2.39466  0.083
H -3.28837 0.00561 -4.09858  0.097
H -7.16414 -2.41136 -3.53219  0.093
H -7.03538 -2.99290 -1.86112  0.092
H -6.86114 -4.13112 -3.20361  0.095
C -3.06820 -5.59101 0.41346  -0.160
C -4.11108 -6.71928 0.55467  -0.152
C -5.40172 -6.04920 0.04035  -0.206
O -5.10976 -4.67538 -0.16102  -0.150
C -3.73034 -4.58780 -0.49982  -0.215
H -2.07169 -5.94807 0.15834  0.110
H -2.95450 -5.18392 1.42416  0.109
H -4.21760 -7.10226 1.56518  0.101
H -3.90249 -7.58331 -0.07977  0.103
H -6.21853 -6.13118 0.76487  0.115
H -5.79273 -6.50033 -0.88253  0.116
H -3.44637 -3.54923 -0.32952  0.107
H -3.50199 -4.75841 -1.56113  0.125
C 2.10331 4.21089 -0.83771  -0.142
C 3.39559 4.18821 -0.04546  -0.145
C 3.11719 3.30591 1.19511  -0.173
O 1.69002 3.31858 1.32914  -0.142
C 1.08468 3.47681 0.07487  -0.197
H 2.13294 3.70056 -1.80140  0.088
H 1.70048 5.20433 -1.03109  0.105
H 3.75504 5.17176 0.23389  0.108
H 4.14212 3.64499 -0.63585  0.096
H 3.45917 3.77333 2.11914  0.123
H 3.48959 2.28222 1.12509  0.093
H 0.15033 4.03157 0.18280  0.112
H 0.78558 2.49102 -0.31150  0.098
C -6.48983 -1.26129 3.50812  -0.145
C -6.70174 -1.13767 1.98233  -0.134
C -5.30022 -0.77288 1.42551  -0.201
O -4.66437 -0.18116 2.52568  -0.184
C -5.01934 -0.86097 3.72487  -0.190
H -6.68709 -2.27807 3.84716  0.104
H -7.07875 -0.56573 4.10330  0.105
H -7.39047 -0.31862 1.77554  0.107
H -7.11824 -2.06791 1.61937  0.100
H -5.36496 -0.02112 0.64028  0.127
H -4.82067 -1.66743 1.02619  0.106
H -4.85021 -0.13100 4.52420  0.114
H -4.32254 -1.67215 3.99488  0.117
C 3.34584 2.28017 -5.33816  -0.180
C 1.85608 2.46291 -5.06432  -0.161
C 1.61661 1.31449 -4.07752  -0.187
O 2.52275 0.26465 -4.50074  -0.166
C 3.41368 0.78026 -5.52576  -0.182
H 3.98112 2.67506 -4.54032  0.112
H 3.68450 2.85657 -6.20703  0.112
H 1.28753 2.34606 -5.98410  0.114
H 1.63042 3.40511 -4.56210  0.109
H 0.59652 0.93304 -4.07771  0.114
H 1.94415 1.57660 -3.06795  0.090
H 2.96738 0.45170 -6.47069  0.120
H 4.36757 0.28912 -5.34312  0.107
C 1.43250 -0.35112 3.81003  -0.171
C -0.03844 -0.24315 4.14273  -0.145
C -0.22601 1.21997 3.71647  -0.212
O 0.84495 1.86419 4.36978  -0.136
C 1.97166 0.97443 4.38983  -0.166
H 1.67391 -0.39947 2.74990  0.090
H 1.97873 -1.16836 4.29562  0.103
H -0.22983 -0.33840 5.21110  0.119
H -0.69306 -0.91569 3.58894  0.094
H -1.17841 1.62969 4.06105  0.116
H -0.17797 1.35103 2.63217  0.108
H 2.29726 0.84041 5.41892  0.117
H 2.70590 1.40300 3.70658  0.109

Properties
- DFT total energy (a.u.) = -2880.317358
- SMILES string = COC(=O)OC.COC(=O)OC.COC(=O)OC.COC(=O)OC.COC(=O)OC.C1CCOC1.C1CCOC1.C1CCOC1.C1CCOC1.C1CCOC1
- LUMO level (eV) = 0.52

=====

Molecular formula: H14O7
Method: DFT, ωB97M-V with the def2-TZVPD basis set

Each line ends with the Löwdin spin population.
Cartesian coordinates (Å):
O -3.34732 -18.01042 -25.18393  0.100
H -3.25323 -18.03357 -26.13621  0.023
H -3.21621 -18.91747 -24.90770  0.025
O 0.00479 -18.12333 -22.58057  0.244
H 0.52601 -18.70183 -23.13726  0.080
H 0.44612 -17.27572 -22.63555  0.085
O -2.57021 -18.09257 -22.05268  0.055
H -2.64579 -17.77046 -22.95089  0.018
H -1.62945 -18.09247 -21.87606  0.022
O -1.13040 -15.18996 -22.63445  0.134
H -0.74094 -15.60593 -23.40356  0.064
H -0.49336 -15.33480 -21.93485  0.041
O -4.68485 -15.56707 -24.87628  0.034
H -4.22945 -16.40207 -24.98406  0.007
H -4.90313 -15.29592 -25.76794  0.005
O -3.27427 -15.03118 -20.67739  0.028
H -3.64910 -15.83694 -20.32172  0.003
H -2.64152 -15.32894 -21.33098  0.012
O -2.94578 -19.47217 -19.52416  0.015
H -3.28209 -20.16995 -20.08649  0.003
H -3.20128 -18.66294 -19.96700  0.003

Properties
- DFT total energy (a.u.) = -535.049556
- LUMO level (spin up / spin down) (eV) = 3.05 / 3.14
- net charge = -1
- 2S+1 = 2
- ⟨S²⟩ = 0.7504

=====

Molecular formula: C5H15N2S
Method: DFT, ωB97M-V with the def2-TZVPD basis set

Each line ends with the Löwdin charge.
Cartesian coordinates (Å):
C 1.55418 2.93740 0.77506  -0.103
C 0.63473 1.72054 0.77229  -0.343
C 0.36731 1.26837 2.19437  -0.513
S -0.94612 -0.05336 2.38872  0.733
H 1.74793 3.30786 -0.23381  0.078
H 2.53437 2.72024 1.19788  0.083
H 1.07663 3.76140 1.30290  0.082
H -0.29918 2.00906 0.28711  0.106
H 1.11399 0.89665 0.24207  0.085
H 0.03901 2.10323 2.81265  0.074
H 1.22719 0.84612 2.70589  0.074
H -0.10822 -0.90082 3.02211  -0.119
C -0.28713 -1.00726 -1.75881  -0.105
C -0.19209 -1.83132 -2.81617  -0.185
N -0.06391 -1.45142 -4.11638  0.096
N -0.27991 -1.64120 -0.41968  0.143
H -0.40558 0.06094 -1.79599  0.110
H -0.22901 -2.90916 -2.69595  0.134
H -0.41580 -2.11789 -4.78433  0.108
H -0.21384 -0.50172 -4.39655  0.108
H -0.71497 -1.04736 0.33672  0.034
H 0.65928 -1.87547 -0.09601  0.160
H -0.83860 -2.49368 -0.48044  0.159

Properties
- DFT total energy (a.u.) = -706.943323
- LUMO level (eV) = -3.03
- net charge = +1

=====

> Which of these has the lowest DFT total energy?

C35H70O20

=====

> DFT total energy of number 3 (C5H15N2S)?

-706.943323 a.u.